(1)
Density functional theory data (ωB97M-V with the def2-TZVPD basis set) for a structure of composition C22H28BMnN4O2 at a distorted geometry.

```
! RIJCOSX wB97M-V def2-TZVPD def2/J DEFGRID3
* xyz 1 4
Mn -0.06 -0.07 -0.16
C -0.73 -2.59 -1.81
N -1.15 -1.17 -1.81
C -2.60 -1.11 -1.51
C -2.90 -1.47 -0.06
C -2.95 -0.23 0.83
N -1.88 0.70 0.47
C -2.12 1.96 0.57
C -1.24 3.04 0.26
C -1.57 4.35 0.63
C -0.74 5.40 0.32
C 0.43 5.15 -0.40
C 0.77 3.88 -0.80
C -0.06 2.80 -0.47
O 0.25 1.58 -0.90
C -0.87 -0.63 -3.18
C 0.39 0.23 -3.31
C 1.65 -0.31 -2.65
N 1.52 -0.64 -1.21
C 2.48 -1.30 -0.65
C 2.44 -1.91 0.64
C 3.62 -2.39 1.22
C 3.59 -3.09 2.40
C 2.34 -3.38 2.98
C 1.17 -2.94 2.41
C 1.19 -2.17 1.25
O 0.06 -1.75 0.72
H -1.31 -3.13 -2.57
H -0.89 -3.06 -0.85
H 0.33 -2.67 -2.05
H -3.13 -1.78 -2.20
H -2.94 -0.09 -1.73
H -2.13 -2.13 0.33
H -3.85 -2.00 0.02
H -2.84 -0.53 1.88
H -3.91 0.28 0.73
H -3.11 2.25 0.94
H -2.49 4.52 1.19
H -0.99 6.40 0.63
H 1.09 5.97 -0.64
H 1.67 3.67 -1.36
H -1.72 -0.03 -3.50
H -0.81 -1.47 -3.87
H 0.18 1.23 -2.93
H 0.60 0.34 -4.37
H 2.43 0.44 -2.77
H 1.97 -1.22 -3.17
H 3.39 -1.46 -1.24
H 4.57 -2.17 0.74
H 4.50 -3.42 2.87
H 2.31 -3.95 3.90
H 0.21 -3.16 2.87
B 0.67 0.95 4.09
C 0.69 0.77 2.57
N 0.66 0.60 1.42
H 1.32 0.05 4.56
H -0.52 0.77 4.34
H 1.00 2.06 4.41
*
```

Results
HOMO-LUMO gap (spin up / spin down)   6.39 / 6.95 eV
Relative energy (zero: lowest compared OMol25 entry of this formula, charge and spin)   0.0 kcal/mol

***

(2)
Density functional theory data (ωB97M-V with the def2-TZVPD basis set) for the ion C6H14N3O with charge +1 at a distorted geometry.

```
! RIJCOSX wB97M-V def2-TZVPD def2/J DEFGRID3
* xyz 1 1
C -3.86 0.34 -0.99
C -3.35 -0.08 0.43
N -2.00 0.49 0.73
C -0.84 -0.19 0.54
O -0.76 -1.55 0.41
N 0.21 0.55 0.38
N 1.45 -0.11 0.06
C 2.79 0.08 -0.14
C 3.61 -0.99 -0.64
C 3.43 1.37 0.12
H -3.64 1.48 -0.98
H -3.37 -0.04 -1.85
H -4.88 0.17 -1.12
H -3.93 0.50 1.18
H -3.32 -1.11 0.64
H -1.94 1.40 0.40
H -1.62 -1.94 0.16
H 1.26 -1.09 -0.23
H 3.12 -1.98 -0.70
H 4.53 -1.17 -0.03
H 4.05 -0.60 -1.70
H 2.56 2.06 0.25
H 4.07 1.59 -0.77
H 3.92 1.31 1.10
*
```

Results
HOMO-LUMO gap   9.06 eV
Relative energy (zero: lowest compared OMol25 entry of this formula, charge and spin)   28.6 kcal/mol

***

(3)
Density functional theory data (ωB97M-V with the def2-TZVPD basis set) for a structure of composition C29H34BMnN6O3P at a distorted geometry.

```
! RIJCOSX wB97M-V def2-TZVPD def2/J DEFGRID3
* xyz 0 4
Mn 0.54 0.45 0.06
C -1.62 2.87 2.01
C -1.33 3.09 0.53
C -1.79 4.17 -0.28
C -1.42 3.91 -1.55
C -1.52 4.74 -2.74
N -0.58 2.84 -1.51
N -0.61 2.31 -0.24
B 0.49 2.31 -2.44
N 1.87 2.29 -1.71
N 2.15 1.26 -0.82
C 3.49 1.28 -0.60
C 4.31 0.20 0.12
C 4.07 2.27 -1.47
C 3.05 2.83 -2.19
C 3.13 4.08 -3.04
N 0.09 0.81 -2.76
N 0.01 -0.17 -1.79
C -0.37 -1.27 -2.41
C -0.37 -2.65 -1.68
C -0.51 -1.02 -3.71
C -0.20 0.31 -3.94
C -0.30 0.97 -5.27
H -2.46 2.22 2.27
H -1.90 3.88 2.35
H -0.78 2.51 2.59
H -2.39 5.04 0.09
H -2.01 5.71 -2.48
H -2.18 4.27 -3.56
H -0.55 4.95 -3.17
H 0.66 2.87 -3.53
H 3.67 -0.25 0.90
H 5.03 0.70 0.71
H 4.72 -0.43 -0.61
H 5.13 2.47 -1.56
H 3.10 4.96 -2.40
H 2.29 4.16 -3.74
H 4.12 4.15 -3.62
H -0.34 -3.51 -2.40
H -1.26 -2.73 -1.08
H 0.55 -2.75 -1.02
H -0.81 -1.73 -4.47
H -0.57 0.09 -5.92
H 0.69 1.27 -5.59
H -0.99 1.77 -5.35
O 2.46 -0.03 3.72
C 1.52 -0.01 2.92
O 1.53 0.57 1.82
C 0.23 -0.71 3.36
P -0.78 -1.41 2.03
C 0.04 -2.98 1.91
C 1.34 -2.85 1.32
C 2.06 -4.02 1.01
C 1.60 -5.28 1.37
C 0.36 -5.42 2.14
C -0.43 -4.29 2.35
C -2.38 -1.72 2.84
C -3.58 -1.56 2.18
C -4.76 -2.15 2.73
C -4.61 -3.04 3.80
C -3.46 -2.96 4.57
C -2.33 -2.41 4.08
H -0.48 -0.01 3.85
H 0.38 -1.54 4.08
H 1.74 -1.92 0.98
H 3.04 -3.90 0.67
H 2.26 -6.15 1.21
H 0.04 -6.42 2.52
H -1.33 -4.52 2.87
H -3.66 -0.95 1.25
H -5.66 -2.01 2.13
H -5.52 -3.46 4.24
H -3.48 -3.38 5.61
H -1.45 -2.47 4.67
O -0.98 -0.50 0.79
*
```

Results
HOMO-LUMO gap (spin up / spin down)   7.96 / 6.86 eV

***

(4)
Density functional theory data (ωB97M-V with the def2-TZVPD basis set) for a cluster of 7 separate species, C49H67ClI2N8O3S in total at a distorted geometry.

```
! RIJCOSX wB97M-V def2-TZVPD def2/J DEFGRID3
* xyz 0 1
C 1.30 -7.34 -1.46
C -0.37 -7.36 -1.57
N -0.77 -6.25 -2.56
C -2.08 -5.61 -2.18
O -2.41 -4.37 -2.89
C -1.45 -3.27 -2.52
C -1.70 -2.11 -3.70
C -0.31 -1.55 -4.36
C 0.82 -1.05 -3.28
C 0.80 0.56 -2.98
N 0.54 0.94 -1.54
C 1.68 0.46 -0.62
C 0.67 2.48 -1.49
C 2.10 3.28 -1.35
O -0.51 3.15 -1.52
C -1.89 -2.64 -1.09
O -3.29 -2.97 -0.67
C -4.19 -1.84 -0.93
S -4.10 -0.45 0.34
C -5.74 -2.47 -0.94
I -6.26 -3.46 0.97
C -6.87 -1.43 -1.49
C -7.53 -0.44 -0.36
I -8.56 -2.61 -2.32
C -0.93 -2.96 0.19
Cl 0.25 -4.36 0.01
C -1.82 -3.28 1.57
C -0.71 -3.19 2.81
H 1.68 -6.60 -2.30
H 1.66 -6.92 -0.43
H 1.72 -8.43 -1.61
H -0.78 -8.41 -1.85
H -0.76 -7.10 -0.49
H -0.97 -6.79 -3.45
H -2.16 -5.45 -1.01
H -2.94 -6.40 -2.43
H -0.33 -3.58 -2.64
H -2.30 -2.63 -4.60
H -2.37 -1.23 -3.34
H -0.53 -0.72 -5.18
H 0.17 -2.46 -4.97
H 1.88 -1.30 -3.77
H 0.79 -1.62 -2.26
H 1.88 0.98 -3.27
H 0.05 1.10 -3.72
H 1.71 1.04 0.40
H 1.55 -0.69 -0.36
H 2.71 0.55 -1.16
H 2.28 3.65 -0.24
H 2.03 4.24 -2.05
H 3.04 2.66 -1.70
H -1.89 -1.45 -1.23
H -4.07 -1.33 -1.98
H -3.21 0.57 -0.09
H -5.69 -3.35 -1.74
H -6.46 -0.75 -2.38
H -6.98 -0.48 0.70
H -8.68 -0.54 -0.21
H -7.34 0.68 -0.74
H -0.32 -1.98 0.44
H -2.62 -2.46 1.80
H -2.25 -4.36 1.43
H -0.38 -4.26 3.17
H -1.20 -2.54 3.66
H 0.27 -2.61 2.47
C -1.21 -6.30 7.19
C -1.46 -4.94 7.30
C -2.02 -4.29 6.21
N -2.34 -4.90 5.05
C -2.08 -6.22 4.98
C -1.52 -6.96 6.01
H -0.77 -6.84 8.03
H -1.23 -4.39 8.21
H -2.24 -3.22 6.25
H -2.33 -6.69 4.03
H -1.33 -8.02 5.89
C -7.15 1.04 4.01
C -6.45 -0.16 3.86
C -6.76 -1.21 4.71
N -7.71 -1.14 5.67
C -8.37 0.03 5.80
C -8.13 1.14 5.00
H -6.93 1.89 3.37
H -5.68 -0.26 3.11
H -6.25 -2.16 4.63
H -9.12 0.06 6.58
H -8.69 2.05 5.14
C 6.95 5.16 0.50
C 6.33 3.93 0.70
C 5.56 3.41 -0.33
N 5.37 4.04 -1.52
C 5.99 5.23 -1.68
C 6.78 5.82 -0.71
H 7.56 5.59 1.29
H 6.44 3.39 1.63
H 5.06 2.46 -0.23
H 5.82 5.71 -2.63
H 7.25 6.78 -0.89
C 5.66 5.04 -7.98
C 4.54 4.70 -7.23
C 4.61 4.81 -5.85
N 5.72 5.22 -5.19
C 6.79 5.54 -5.94
C 6.81 5.47 -7.32
H 5.64 4.97 -9.06
H 3.63 4.36 -7.70
H 3.76 4.56 -5.22
H 7.66 5.87 -5.38
H 7.70 5.74 -7.88
C -0.75 7.02 -0.84
C -1.41 5.97 -1.46
C -2.66 6.21 -2.01
N -3.28 7.41 -1.97
C -2.61 8.41 -1.36
C -1.36 8.27 -0.78
H 0.24 6.87 -0.40
H -0.96 4.98 -1.52
H -3.21 5.42 -2.51
H -3.13 9.37 -1.34
H -0.87 9.11 -0.31
C 7.96 0.85 5.92
C 7.71 2.21 6.02
C 7.14 2.86 4.94
N 6.83 2.24 3.77
C 7.09 0.92 3.70
C 7.65 0.18 4.73
H 8.40 0.30 6.75
H 7.94 2.75 6.93
H 6.92 3.92 4.97
H 6.83 0.45 2.75
H 7.83 -0.88 4.62
*
```

Results
HOMO-LUMO gap   9.46 eV

***

(5)
Density functional theory data (ωB97M-V with the def2-TZVPD basis set) for a cluster of 16 separate species, C4H41NO16 in total at a distorted geometry.

```
! RIJCOSX wB97M-V def2-TZVPD def2/J DEFGRID3
* xyz 0 1
C -2.14 -1.17 3.12
C -1.05 -2.04 2.44
C 0.30 -1.83 3.07
O -0.88 -1.85 1.05
C -1.94 0.37 3.21
N -1.88 0.93 1.85
H -3.10 -1.35 2.62
H -2.32 -1.52 4.19
H -1.28 -3.12 2.47
H 0.54 -0.81 3.35
H 1.06 -2.21 2.35
H 0.59 -2.47 3.91
H -1.48 -2.23 0.39
H -2.59 0.93 3.88
H -0.94 0.47 3.66
H -2.80 1.29 1.60
H -1.60 0.24 1.17
H -3.33 -2.16 -2.50
H -3.25 -3.74 -2.78
O -3.56 -3.04 -2.19
H -0.79 2.62 -0.25
H -1.59 1.98 -1.53
O -0.83 1.94 -0.96
H 3.03 0.79 1.99
H 4.10 1.88 2.25
O 3.20 1.61 2.47
H 1.91 4.19 2.51
H 2.14 4.27 0.98
O 1.48 4.47 1.66
H 4.11 -0.20 -1.05
H 2.54 0.36 -0.76
O 3.28 0.15 -1.36
H 1.01 0.53 1.09
H 0.42 1.16 -0.22
O 1.08 0.52 0.14
H -0.77 1.26 -4.02
H -1.04 2.84 -3.87
O -1.40 1.95 -3.79
H 3.74 -1.94 1.09
H 2.35 -1.35 0.68
O 3.25 -1.13 0.95
H 0.35 -1.32 -0.65
H 1.56 -1.17 -1.73
O 0.71 -1.57 -1.51
H -2.45 -3.49 -1.14
H -2.14 -4.55 0.03
O -1.76 -4.14 -0.75
H 0.41 -0.99 -4.17
H 0.40 -0.35 -5.52
O 0.36 -0.07 -4.60
H -0.95 -0.29 -2.52
H -2.22 0.04 -3.18
O -1.75 -0.74 -2.84
H 3.16 3.00 3.95
H 1.85 2.77 3.48
O 2.29 3.41 4.07
H 0.90 -2.78 -3.30
H -0.02 -2.82 -4.61
O 0.81 -2.50 -4.24
H -0.83 4.80 0.42
H -0.39 3.83 1.48
O -1.02 3.92 0.75
*
```

Results
HOMO-LUMO gap   9.08 eV
Relative energy (zero: lowest compared OMol25 entry of this formula, charge and spin)   49.8 kcal/mol

***

(6)
Density functional theory data (ωB97M-V with the def2-TZVPD basis set) for a cluster of 2 separate species, C8H12O3 in total at a distorted geometry.

```
! RIJCOSX wB97M-V def2-TZVPD def2/J DEFGRID3
* xyz 0 1
C -2.64 -2.16 0.44
C -2.93 -1.09 0.83
C 0.55 0.46 1.41
C -0.14 0.52 -0.95
C -1.10 1.13 0.07
C 1.09 0.03 -0.05
C 1.21 -1.56 0.05
C 2.47 0.64 -0.37
O -0.74 0.88 1.29
O 0.30 1.58 -1.67
O -2.20 1.87 -0.17
H -2.34 -3.12 0.11
H -3.12 -0.14 1.22
H 0.89 0.14 2.27
H -0.71 -0.19 -1.61
H 1.11 -1.93 -0.99
H 0.36 -2.01 0.52
H 2.15 -2.02 0.44
H 3.13 0.16 0.31
H 2.47 1.72 -0.21
H 2.92 0.51 -1.31
H -0.47 2.02 -2.06
H -2.28 2.59 0.44
*
```

Results
HOMO-LUMO gap (spin up / spin down)   6.84 / 7.47 eV
Relative energy (zero: lowest compared OMol25 entry of this formula, charge and spin)   165.4 kcal/mol

***

(7)
Density functional theory data (ωB97M-V with the def2-TZVPD basis set) for the ion C5H10NO with charge +1 at a distorted geometry.

```
! RIJCOSX wB97M-V def2-TZVPD def2/J DEFGRID3
* xyz 1 1
C 1.25 -1.93 0.66
C 1.29 -0.74 0.00
C 0.43 -0.28 -1.19
C -0.71 0.62 -0.57
N -1.21 0.06 0.72
C -0.49 2.14 -0.26
O -0.42 2.55 0.88
H 0.86 -2.91 0.32
H 1.32 -1.91 1.74
H 2.18 -0.15 0.18
H 0.33 -1.11 -1.90
H 1.04 0.45 -1.71
H -1.49 0.70 -1.37
H -2.24 -0.03 0.99
H -0.90 -0.93 0.90
H -0.74 0.53 1.61
H -0.50 2.94 -0.99
*
```

Results
HOMO-LUMO gap   9.82 eV
Relative energy (zero: lowest compared OMol25 entry of this formula, charge and spin)   83.7 kcal/mol

***

(8)
Density functional theory data (ωB97M-V with the def2-TZVPD basis set) for a cluster of 2 separate species, C5H14 in total at a distorted geometry.

```
! RIJCOSX wB97M-V def2-TZVPD def2/J DEFGRID3
* xyz -1 2
C 0.37 0.95 1.46
C -0.53 -0.26 1.06
C 0.42 1.10 2.99
H 1.41 0.72 1.05
H -0.17 1.84 1.05
H -0.69 -1.01 1.97
H -0.63 1.06 3.49
H 1.09 0.39 3.43
H -0.19 -0.98 0.35
H -1.57 0.07 1.08
H 0.78 2.07 3.20
C -0.13 0.00 -2.78
C -0.04 -1.63 -2.67
H 0.12 0.28 -3.73
H -1.08 0.18 -2.43
H 0.68 0.37 -2.07
H 0.19 -1.91 -1.60
H -1.06 -1.89 -2.85
H 0.62 -2.15 -3.26
*
```

Results
HOMO-LUMO gap (spin up / spin down)   2.49 / 11.38 eV
Relative energy (zero: lowest compared OMol25 entry of this formula, charge and spin)   34.5 kcal/mol

***

Calculated total energy for every record listed, in sequence, given in Eh: -2400.24952 -476.21546 -3197.06860 -4024.43276 -1435.56216 -537.49629 -326.14838 -198.77750.